No. 1
A cluster of 3 separate species, C4H16N2O3 in total, computed with the ωB97M-V functional and the def2-TZVPD basis.

- highest occupied orbital energy (eV) = -9.2
- SMILES = C[C@@H](O)[C@@H](N)CN.O.O

```
! RIJCOSX wB97M-V def2-TZVPD def2/J DEFGRID3
* xyz 0 1
C 1.821 -0.223 1.389
C 1.590 0.521 0.074
O 1.970 -0.490 -0.884
C 0.238 1.204 -0.182
N 0.527 2.537 -0.684
C -0.741 0.481 -1.040
N -2.162 0.903 -0.772
H 2.884 -0.296 1.544
H 1.317 0.169 2.295
H 1.393 -1.238 1.374
H 2.360 1.301 0.086
H 1.353 -1.226 -0.769
H -0.185 1.321 0.834
H 1.174 2.596 -1.470
H -0.311 2.970 -1.069
H -0.783 -0.632 -0.808
H -0.469 0.376 -2.107
H -1.998 1.685 -0.141
H -2.638 1.430 -1.505
O -1.927 -1.575 1.282
H -2.465 -0.832 0.971
H -2.410 -2.212 1.830
O -0.192 -2.746 -0.478
H 0.028 -2.380 0.391
H -0.374 -3.643 -0.162
*
```

Atomic partial charges in e from the natural (NBO) method, atoms 1 to 5:
1 C -0.613
2 C 0.097
3 O -0.728
4 C -0.106
5 N -0.838

No. 2
A cluster of 2 separate species, C4H16N3O in total, computed with the ωB97M-V functional and the def2-TZVPD basis.

- highest occupied orbital energy (eV) = -13.0

```
! RIJCOSX wB97M-V def2-TZVPD def2/J DEFGRID3
* xyz 1 1
N -1.469 -0.716 -0.707
C -0.275 -0.970 0.209
C 0.448 0.388 0.440
C -0.378 1.336 1.322
N -1.713 1.415 0.709
C 0.706 -1.992 -0.418
N -0.191 -2.963 -1.114
H -2.016 -1.477 -0.569
H -1.951 0.586 -0.085
H -1.129 -0.425 -1.662
H -0.690 -1.280 1.177
H 0.542 0.901 -0.507
H 1.500 0.382 0.856
H -0.073 2.371 1.249
H -0.408 1.190 2.462
H -1.875 2.266 0.163
H -2.520 1.391 1.348
H 1.286 -1.466 -1.144
H 1.521 -2.418 0.502
H -0.560 -3.665 -0.531
H 0.423 -3.503 -1.784
H 3.243 3.011 0.339
H 2.924 2.925 -1.113
O 2.548 2.811 -0.280
*
```

Atomic partial charges in e from the natural (NBO) method, atoms 1 to 5:
1 N -0.820
2 C -0.069
3 C -0.437
4 C -0.232
5 N -0.758

Max |F| (eV/Å)
4.0 5.4
DFT total energy (eV)
-13529.1375 -10918.0454